1.
Molecular formula: C35H53BF4N4O6V
Method: DFT, ωB97M-V/def2-TZVPD

Values from the calculation:
- calculated total energy (hartree) = -3404.7888
- HOMO (spin up / spin down) (eV) = -1.7 / -1.8
- Kohn-Sham gap (spin up / spin down) (eV) = 5.6 / 5.6
- energy above the lowest of the compared OMol25 structures with the same formula, charge and spin (kcal/mol) = 22.5
- largest force on an atom (eV/Å) = 0.7
- E_LUMO (spin up / spin down) (eV) = 3.9 / 3.7
- expectation value of S² = 3.787

Structure (ORCA input):
```
! RIJCOSX wB97M-V def2-TZVPD def2/J DEFGRID3
* xyz -2 4
V 2.191 0.636 -0.396
C -3.329 -3.567 1.154
C -2.055 -4.107 1.802
C -2.325 -4.311 3.298
C -1.732 -5.462 1.158
C -0.869 -3.161 1.616
C -0.972 -1.975 0.941
C 0.168 -1.142 0.776
N 0.205 0.028 0.154
C -0.911 0.563 -0.520
C -1.508 -0.163 -1.546
C -2.480 0.393 -2.356
C -2.877 1.705 -2.042
C -2.309 2.467 -1.041
C -1.211 1.933 -0.260
O -0.557 2.618 0.594
C -2.755 3.906 -0.778
C -3.146 4.060 0.699
C -3.968 4.306 -1.620
C -1.617 4.881 -1.115
C -3.030 -0.306 -3.592
C -2.436 -1.704 -3.765
C -4.557 -0.434 -3.494
C -2.660 0.510 -4.839
C 1.431 -1.521 1.373
O 2.392 -0.684 1.271
C 1.529 -2.764 2.065
C 0.392 -3.534 2.158
C 2.873 -3.194 2.647
C 2.787 -4.570 3.311
C 3.923 -3.269 1.529
C 3.332 -2.193 3.718
H -4.145 -4.279 1.306
H -3.204 -3.421 0.080
H -3.629 -2.611 1.586
H -3.172 -4.988 3.446
H -2.557 -3.360 3.779
H -1.460 -4.738 3.806
H -2.569 -6.155 1.287
H -0.846 -5.916 1.602
H -1.543 -5.345 0.090
H -1.906 -1.632 0.519
H -1.113 -1.152 -1.743
H -3.652 2.154 -2.653
H -4.012 3.433 0.925
H -3.415 5.101 0.911
H -2.318 3.765 1.339
H -4.824 3.654 -1.431
H -3.755 4.282 -2.691
H -4.258 5.329 -1.362
H -0.747 4.672 -0.499
H -1.943 5.913 -0.949
H -1.333 4.783 -2.167
H -2.656 -2.345 -2.907
H -1.353 -1.661 -3.895
H -2.864 -2.173 -4.656
H -4.837 -1.030 -2.623
H -4.965 -0.914 -4.389
H -5.030 0.544 -3.391
H -1.575 0.606 -4.917
H -3.089 1.513 -4.793
H -3.037 0.020 -5.742
H 0.449 -4.482 2.677
H 2.477 -5.343 2.604
H 2.090 -4.578 4.153
H 3.774 -4.844 3.689
H 3.626 -3.992 0.767
H 4.880 -3.596 1.947
H 4.069 -2.312 1.035
H 2.598 -2.128 4.526
H 3.475 -1.205 3.287
H 4.283 -2.523 4.145
N 1.668 2.329 -1.591
C 0.906 1.960 -2.805
C 1.118 0.493 -3.174
O 0.796 0.079 -4.298
N 1.635 -0.194 -2.169
C 2.162 -1.516 -2.350
C 3.550 -1.524 -1.713
O 4.368 -2.405 -1.928
O 3.744 -0.517 -0.913
H 1.113 2.936 -0.988
H 2.523 2.836 -1.822
H 1.188 2.586 -3.655
H -0.159 2.105 -2.613
H 2.207 -1.806 -3.403
H 1.554 -2.269 -1.823
F 3.920 4.178 -1.891
B 4.879 3.699 -0.958
F 4.848 4.526 0.184
F 6.142 3.729 -1.536
F 4.518 2.386 -0.594
C 2.491 4.319 2.541
N 2.314 3.000 3.139
C 2.132 2.811 4.565
C 2.249 1.952 2.320
O 2.358 2.089 1.104
H 2.641 5.040 3.343
H 1.604 4.586 1.964
H 3.351 4.316 1.871
H 2.208 3.778 5.058
H 2.900 2.157 4.982
H 1.149 2.393 4.791
H 2.091 0.962 2.760
*
```

Mulliken atomic charge list, values in e, 4 entries: atom 1 (V): 0.41, atom 2 (C): -2.10, atom 3 (C): 2.22, atom 4 (C): -1.72

2.
Molecular formula: C4H6N2
Method: DFT, ωB97M-V/def2-TZVPD

Values from the calculation:
- calculated total energy (hartree) = -265.3322
- HOMO (eV) = -9.1
- Kohn-Sham gap (eV) = 10.2
- energy above the lowest of the compared OMol25 structures with the same formula, charge and spin (kcal/mol) = 127.6
- largest force on an atom (eV/Å) = 4.3
- SMILES string = C=CCN1C=N1
- E_LUMO (eV) = 1.0

Structure (ORCA input):
```
! RIJCOSX wB97M-V def2-TZVPD def2/J DEFGRID3
* xyz 0 1
C 0.308 -1.299 -1.379
C -0.528 -0.536 -0.734
C -0.214 0.287 0.575
N -1.242 1.255 1.196
C -0.804 2.101 2.361
N -1.188 0.985 2.695
H 1.341 -1.275 -1.037
H -0.001 -1.816 -2.187
H -1.520 -0.620 -1.143
H -0.057 -0.479 1.253
H 0.709 0.958 0.627
H -0.277 2.968 2.511
*
```

Mulliken atomic charge list, values in e, 4 entries: atom 1 (C): -0.76, atom 2 (C): -0.14, atom 3 (C): -0.42, atom 4 (N): -0.26

3.
Molecular formula: C2H10N2OSi
Method: DFT, ωB97M-V/def2-TZVPD

Values from the calculation:
- calculated total energy (hartree) = -556.3986
- HOMO (eV) = -9.1
- Kohn-Sham gap (eV) = 10.1
- energy above the lowest of the compared OMol25 structures with the same formula, charge and spin (kcal/mol) = 78.0
- largest force on an atom (eV/Å) = 3.8
- SMILES string = CN(C)O[SiH2]N
- E_LUMO (eV) = 0.9

Structure (ORCA input):
```
! RIJCOSX wB97M-V def2-TZVPD def2/J DEFGRID3
* xyz 0 1
C 1.291 1.030 0.695
N 0.682 0.001 -0.189
C 1.537 -1.137 -0.376
O -0.342 -0.529 0.710
Si -1.960 -0.620 0.195
N -2.380 0.943 -0.510
H 0.596 1.668 1.035
H 1.643 0.639 1.659
H 1.999 1.438 0.031
H 2.229 -0.816 -1.154
H 1.869 -1.428 0.543
H 1.004 -1.862 -0.915
H -2.573 -0.512 1.566
H -2.107 -1.957 -0.462
H -1.845 1.180 -1.325
H -3.385 1.154 -0.557
*
```

Mulliken atomic charge list, values in e, 4 entries: atom 1 (C): -0.86, atom 2 (N): -0.18, atom 3 (C): -0.86, atom 4 (O): -0.17

4.
Molecular formula: C21H24CuN3O2Si
Method: DFT, ωB97M-V/def2-TZVPD

Values from the calculation:
- calculated total energy (hartree) = -3059.4112
- HOMO (eV) = -6.3
- Kohn-Sham gap (eV) = 5.9
- energy above the lowest of the compared OMol25 structures with the same formula, charge and spin (kcal/mol) = 0.7
- largest force on an atom (eV/Å) = 0.8
- E_LUMO (eV) = -0.4

Structure (ORCA input):
```
! RIJCOSX wB97M-V def2-TZVPD def2/J DEFGRID3
* xyz 0 1
Cu -0.358 -0.270 0.066
C 2.927 3.551 -0.104
Si 1.370 2.455 0.127
C 0.038 3.450 -0.823
C 1.028 2.442 2.015
N 1.258 0.786 -0.339
C 2.274 -0.016 -0.742
C 3.609 0.395 -0.868
C 4.613 -0.478 -1.214
C 4.337 -1.807 -1.476
C 3.030 -2.257 -1.380
C 2.025 -1.382 -1.026
O 0.699 -1.813 -0.835
C 0.377 -3.109 -1.163
C 0.329 -3.527 -2.487
C -0.006 -4.837 -2.779
C -0.286 -5.734 -1.761
C -0.244 -5.311 -0.443
C 0.087 -4.003 -0.142
H 2.689 4.576 0.172
H 3.271 3.579 -1.135
H 3.761 3.244 0.521
H -0.140 4.395 -0.321
H -0.920 2.946 -0.897
H 0.357 3.684 -1.836
H 0.853 3.438 2.405
H 1.867 2.016 2.559
H 0.155 1.838 2.245
H 3.846 1.420 -0.659
H 5.629 -0.119 -1.262
H 5.124 -2.496 -1.734
H 2.815 -3.301 -1.562
H 0.566 -2.824 -3.269
H -0.035 -5.162 -3.807
H -0.533 -6.759 -1.994
H -0.446 -6.006 0.357
H 0.144 -3.653 0.877
N -4.816 3.708 2.162
C -3.662 3.206 1.663
O -2.771 3.934 1.283
C -3.543 1.717 1.576
C -4.485 0.784 2.008
C -4.199 -0.560 1.816
C -2.993 -0.940 1.258
N -2.075 -0.048 0.848
C -2.374 1.245 0.997
H -4.900 4.711 2.186
H -5.567 3.159 2.537
H -5.410 1.069 2.487
H -4.918 -1.312 2.102
H -2.749 -1.988 1.138
H -1.649 1.967 0.650
*
```

Mulliken atomic charge list, values in e, 4 entries: atom 1 (Cu): -0.06, atom 2 (C): -1.30, atom 3 (Si): -0.05, atom 4 (C): -1.13

5.
Molecular formula: C29H72N4O10Zn
Method: DFT, ωB97M-V/def2-TZVPD

Values from the calculation:
- calculated total energy (hartree) = -3898.5504
- HOMO (eV) = -7.5
- Kohn-Sham gap (eV) = 7.8
- energy above the lowest of the compared OMol25 structures with the same formula, charge and spin (kcal/mol) = 2.0
- largest force on an atom (eV/Å) = 4.1
- E_LUMO (eV) = 0.3

Structure (ORCA input):
```
! RIJCOSX wB97M-V def2-TZVPD def2/J DEFGRID3
* xyz 0 1
Zn -11.491 2.885 14.475
C -9.752 3.910 11.342
C -11.302 3.902 11.434
O -11.738 3.905 12.755
H -9.278 4.799 11.764
H -9.394 4.018 10.316
H -9.223 3.122 11.879
H -11.804 3.043 10.979
H -11.624 4.760 10.837
C -8.501 4.631 15.829
C -8.765 3.209 15.356
C -7.660 2.308 15.869
O -10.008 2.736 15.795
H -7.458 4.864 15.602
H -8.493 4.709 16.917
H -9.153 5.372 15.367
H -8.838 3.220 14.265
H -6.847 2.191 15.149
H -7.930 1.250 15.855
H -7.395 2.473 16.913
C -5.951 7.949 14.303
O -5.400 7.949 12.975
C -6.376 7.630 12.031
C -5.759 8.125 10.664
N -5.711 7.088 9.612
C -7.000 6.663 9.032
C -6.968 6.000 7.626
O -8.100 5.262 7.379
C -9.187 6.003 6.751
H -5.208 8.428 14.940
H -6.203 6.972 14.721
H -6.873 8.529 14.370
H -7.375 7.988 12.286
H -6.494 6.543 12.031
H -4.781 8.566 10.842
H -6.491 8.794 10.209
H -5.229 6.225 9.823
H -7.612 7.567 8.998
H -7.616 6.103 9.741
H -6.027 5.475 7.453
H -6.844 6.755 6.847
H -10.097 5.449 6.520
H -8.997 6.518 5.808
H -9.557 6.659 7.542
C -13.372 1.858 3.852
O -12.264 1.935 4.795
C -12.567 2.622 6.012
C -11.383 2.850 6.987
N -10.542 1.642 7.199
C -9.451 1.962 8.150
C -8.231 0.993 7.986
O -8.619 -0.290 8.224
C -7.648 -1.255 7.712
H -13.705 2.826 3.476
H -14.188 1.350 4.367
H -12.938 1.258 3.054
H -13.292 2.039 6.584
H -12.919 3.645 5.867
H -11.861 2.952 7.964
H -10.734 3.630 6.596
H -11.025 0.831 7.558
H -9.835 1.898 9.172
H -9.073 2.984 8.134
H -7.616 1.363 8.811
H -7.891 1.152 6.961
H -6.710 -1.270 8.270
H -7.387 -0.959 6.696
H -8.166 -2.204 7.840
C -16.924 1.514 14.229
O -15.734 1.750 13.563
C -15.801 2.729 12.514
C -14.594 2.626 11.492
N -14.961 1.565 10.552
C -13.751 1.133 9.744
C -14.348 0.123 8.743
O -14.536 -1.151 9.361
C -15.629 -1.912 8.915
H -16.874 2.235 15.049
H -16.836 0.551 14.732
H -17.764 1.593 13.539
H -15.752 3.673 13.065
H -16.774 2.940 12.064
H -13.819 2.290 12.184
H -14.489 3.601 11.021
H -15.301 0.784 11.097
H -12.851 0.801 10.264
H -13.490 2.012 9.152
H -13.560 0.030 7.993
H -15.273 0.511 8.317
H -16.129 -2.444 9.724
H -15.206 -2.688 8.273
H -16.347 -1.344 8.322
C -12.535 5.667 15.226
O -12.511 4.240 15.646
C -13.830 3.826 15.978
C -13.703 2.327 16.209
N -13.115 1.768 14.944
C -12.709 0.362 15.032
C -11.905 -0.082 13.922
O -10.831 0.836 13.629
C -10.001 0.379 12.536
H -12.897 5.697 14.198
H -11.501 6.009 15.254
H -13.117 6.272 15.920
H -14.555 4.046 15.192
H -14.140 4.377 16.867
H -14.594 1.758 16.476
H -12.974 2.132 16.996
H -13.989 1.589 14.462
H -13.502 -0.301 15.382
H -12.047 0.167 15.880
H -12.566 -0.297 13.079
H -11.393 -0.996 14.225
H -10.459 0.540 11.560
H -9.617 -0.627 12.711
H -9.051 0.915 12.524
*
```

Mulliken atomic charge list, values in e, 4 entries: atom 1 (Zn): 1.64, atom 2 (C): -0.32, atom 3 (C): 0.13, atom 4 (O): -0.93

6.
Molecular formula: C3H24N2O8
Method: DFT, ωB97M-V/def2-TZVPD

Values from the calculation:
- calculated total energy (hartree) = -840.0556
- HOMO (eV) = -7.8
- Kohn-Sham gap (eV) = 8.0
- energy above the lowest of the compared OMol25 structures with the same formula, charge and spin (kcal/mol) = 51.0
- largest force on an atom (eV/Å) = 5.4
- SMILES string = C/C(N)=C/N.O.O.O.O.O.O.O.O
- E_LUMO (eV) = 0.2

Structure (ORCA input):
```
! RIJCOSX wB97M-V def2-TZVPD def2/J DEFGRID3
* xyz 0 1
C -1.838 0.820 2.105
C -0.578 0.073 2.029
N 0.520 0.244 2.927
C -0.290 -0.829 0.982
N 0.763 -1.792 0.919
H -2.617 0.453 2.720
H -1.593 1.895 2.207
H -2.423 0.713 1.070
H 0.272 0.527 3.872
H 1.233 0.885 2.639
H -0.965 -0.917 0.159
H 1.255 -1.720 1.767
H 1.374 -1.788 0.033
O 3.295 -0.442 -0.392
H 3.182 -0.141 0.501
H 2.886 0.220 -0.900
O 0.477 4.475 1.595
H 1.138 4.475 0.967
H 0.787 3.971 2.326
O -1.151 -1.578 -2.295
H -0.756 -2.389 -2.610
H -2.163 -1.708 -2.363
O 2.104 2.178 -0.131
H 2.197 2.475 -1.063
H 1.320 1.789 0.054
O 0.739 0.276 -1.870
H -0.148 0.023 -1.516
H 0.709 -0.145 -2.746
O -1.991 -3.271 0.621
H -2.082 -3.952 1.229
H -1.191 -2.865 0.283
O -3.506 -2.691 -1.577
H -3.107 -3.287 -0.926
H -4.155 -2.179 -0.962
O 1.202 2.377 -3.222
H 0.681 1.661 -2.758
H 2.062 1.858 -3.412
*
```

Mulliken atomic charge list, values in e, 4 entries: atom 1 (C): -1.21, atom 2 (C): 0.15, atom 3 (N): -0.50, atom 4 (C): -0.34